No. 1
22
Properties=species:S:1:pos:R:3 method="wB97M-V/def2-TZVPD" lumo_ev=-0.8 homo_lumo_gap_ha=0.2588
C -2.05 -1.22 1.08
C -1.10 -0.31 0.88
C 0.14 -0.37 1.54
C 0.97 0.69 1.57
C 0.55 1.95 1.05
C -0.55 2.03 0.27
C -1.45 0.93 -0.02
H -1.98 -1.93 1.88
H -2.98 -0.91 0.64
H 0.60 -1.30 2.16
H 1.89 0.59 2.06
H 1.11 2.78 1.10
H -0.78 2.84 -0.35
H -2.50 1.16 0.21
H -1.53 0.55 -1.02
C 1.79 -0.53 -1.87
C 0.90 -1.62 -1.95
S -0.47 -1.66 -2.94
Br 1.13 -3.11 -0.73
H 1.54 0.18 -2.74
H 1.80 0.07 -0.86
H 2.97 -0.81 -1.97

=====

No. 2
15
Properties=species:S:1:pos:R:3 method="wB97M-V/def2-TZVPD" s_squared=0.751 multiplicity=2 lumo_ev="0.9 / 0.7" homo_lumo_gap_ha="0.1577 / 0.3673"
C 0.52 1.10 -2.10
N 0.86 -0.40 -1.32
H -0.63 1.18 -2.21
H 0.92 1.90 -1.59
H 0.97 0.96 -3.04
H 1.71 -0.83 -1.72
H -0.03 -0.83 -1.40
H 0.96 -0.16 -0.36
C -0.05 0.17 2.41
C -1.10 -0.59 2.12
O -1.30 -1.02 0.87
H 0.25 0.72 3.31
H 0.64 0.40 1.59
H -1.88 -0.85 2.81
H -1.83 -1.76 0.64

=====

No. 3
30
Properties=species:S:1:pos:R:3 method="wB97M-V/def2-TZVPD" lumo_ev=-0.3 homo_lumo_gap_ha=0.3596
O -1.26 1.35 -3.63
H -1.50 0.68 -2.97
H -2.09 1.82 -3.80
O 3.34 -0.59 0.87
H 4.04 -1.21 1.08
H 2.85 -0.48 1.72
O -1.47 1.09 3.01
H -1.07 0.80 3.83
H -0.83 0.87 2.30
O 2.00 0.14 3.09
H 1.39 -0.14 3.78
H 2.54 0.83 3.50
O 0.27 -2.12 -2.36
H 0.76 -2.53 -1.63
H 0.95 -1.90 -3.01
O -0.19 0.22 0.46
H -0.81 -0.02 -0.26
H 0.39 -0.57 0.57
O 1.01 -2.43 0.70
H 0.52 -3.21 1.02
H 1.94 -2.65 0.81
O -3.90 1.91 -1.34
H -3.70 2.81 -1.03
H -3.23 1.36 -0.92
O -1.92 -0.69 -1.63
H -2.63 -1.01 -2.20
H -1.11 -1.15 -1.94
O 1.11 2.59 -0.21
H 1.93 2.51 0.28
H 0.68 1.72 -0.12

=====

No. 4
101
Properties=species:S:1:pos:R:3 method="wB97M-V/def2-TZVPD" lumo_ev=3.5 homo_lumo_gap_ha=0.1803 total_charge=-2
Pd 0.04 -0.23 0.25
N -5.06 4.51 4.38
C -4.50 4.04 3.17
C -3.13 3.78 3.09
C -2.58 3.35 1.89
C -3.38 3.18 0.77
C -4.74 3.43 0.86
C -5.30 3.86 2.05
S -2.64 2.69 -0.76
O -3.67 2.88 -1.76
O -1.42 3.45 -0.88
N -2.18 1.16 -0.62
C -3.09 0.21 -0.35
N -4.37 0.49 0.01
C -5.14 -0.52 0.36
C -4.72 -1.85 0.37
C -3.41 -2.04 -0.07
N -2.60 -1.06 -0.41
H -4.52 4.25 5.19
H -6.03 4.24 4.50
H -2.50 3.91 3.96
H -1.53 3.09 1.83
H -5.35 3.28 -0.03
H -6.36 4.06 2.11
H -6.15 -0.27 0.67
H -5.36 -2.66 0.66
H -2.99 -3.04 -0.13
C 6.45 -5.85 0.79
S 5.24 -5.42 2.05
C 4.72 -3.82 1.37
C 3.59 -3.23 2.20
C 3.14 -1.86 1.68
N 2.78 -1.83 0.23
P 2.74 -0.04 -0.11
C 4.62 0.19 -0.22
C 5.06 1.51 -0.10
C 6.42 1.80 -0.11
C 7.36 0.78 -0.22
C 6.93 -0.53 -0.34
C 5.57 -0.82 -0.35
C 2.45 0.09 -1.95
C 1.20 0.55 -2.38
C 0.93 0.73 -3.73
C 1.91 0.47 -4.68
C 3.16 0.02 -4.26
C 3.42 -0.16 -2.91
P 1.06 -2.15 0.00
C 1.08 -2.78 -1.75
C 2.22 -3.26 -2.39
C 2.15 -3.76 -3.69
C 0.93 -3.79 -4.35
C -0.21 -3.30 -3.72
C -0.13 -2.79 -2.43
C 0.77 -3.82 0.78
C 1.43 -5.00 0.44
C 1.14 -6.18 1.10
C 0.16 -6.21 2.09
C -0.52 -5.04 2.42
C -0.20 -3.85 1.77
H 6.90 -6.80 1.06
H 7.23 -5.10 0.72
H 5.98 -5.96 -0.19
H 4.39 -3.96 0.34
H 5.58 -3.14 1.36
H 3.93 -3.08 3.23
H 2.77 -3.93 2.24
H 3.98 -1.18 1.81
H 2.32 -1.48 2.30
H 4.32 2.30 -0.01
H 6.74 2.83 -0.02
H 8.42 1.01 -0.21
H 7.65 -1.34 -0.43
H 5.23 -1.84 -0.46
H 0.40 0.73 -1.67
H -0.05 1.08 -4.02
H 1.70 0.61 -5.73
H 3.94 -0.19 -4.99
H 4.41 -0.50 -2.62
H 3.18 -3.20 -1.88
H 3.05 -4.11 -4.18
H 0.87 -4.17 -5.36
H -1.15 -3.28 -4.25
H -1.00 -2.34 -1.96
H 2.18 -5.00 -0.34
H 1.67 -7.09 0.84
H -0.07 -7.13 2.61
H -1.28 -5.05 3.19
H -0.72 -2.93 2.02
Br 0.60 8.35 0.56
C 0.75 6.69 1.48
C 0.70 6.69 2.87
N 0.78 5.57 3.58
C 0.91 4.42 2.89
C 0.99 4.34 1.51
C 0.91 5.51 0.78
C 1.17 2.99 0.81
O 0.48 2.07 1.33
O 1.97 2.96 -0.13
H 0.58 7.62 3.41
H 0.93 3.51 3.47
H 0.96 5.47 -0.30